# 1
ORCA calculation (ωB97M-V/def2-TZVPD) on a structure of composition C19H32O11S.

Geometry as XYZ:
```
63
Properties=species:S:1:pos:R:3:forces:R:3
C -2.888679 4.477479 -1.068138 0.2 -0.5 -0.1
C -3.458758 3.904425 -2.347849 -0.3 -0.1 0.4
O -3.077679 2.511961 -2.387628 0.7 0.2 -0.4
C -3.305669 1.883751 -3.569562 -0.2 -0.2 0.3
O -4.211153 2.180064 -4.295064 0.0 0.2 -0.2
C -2.289622 0.805677 -3.862760 -0.1 0.0 0.4
C -1.759323 0.059942 -2.639331 0.0 -0.2 -0.2
C -2.828075 -0.813552 -1.953153 0.3 0.0 0.0
C -2.793847 -0.735648 -0.434309 -0.3 -0.6 0.0
C -1.469000 -1.271096 0.140409 -0.2 0.2 0.2
C -0.837867 -0.512865 1.311145 0.2 0.0 -0.4
C 0.134460 0.606012 0.927217 0.2 0.0 0.4
O 0.820006 0.299096 -0.294068 -0.1 0.1 0.0
C -3.335263 0.599487 0.140094 -0.2 0.3 0.3
O -4.319249 0.238010 1.144184 0.0 0.1 -0.1
S -5.113766 -0.959240 0.467909 -0.1 -0.1 0.1
O -5.792552 -0.462312 -0.683073 0.0 0.0 -0.1
O -5.818188 -1.699693 1.442890 0.1 0.0 0.2
O -3.810964 -1.730712 0.034880 0.0 0.2 -0.2
H -1.799648 4.505651 -1.124002 0.0 0.2 0.0
H -3.136988 3.814704 -0.237839 -0.2 0.1 0.1
H -3.282571 5.471987 -0.872095 0.0 0.0 0.0
H -3.049507 4.404297 -3.226018 -0.1 0.0 -0.1
H -4.545552 3.967874 -2.365607 0.0 0.1 -0.1
H -2.749117 0.110215 -4.563896 0.0 0.1 -0.1
H -1.464239 1.319204 -4.365531 0.0 -0.1 -0.1
H -1.269224 0.740289 -1.942252 -0.2 0.1 0.0
H -0.967632 -0.600108 -2.999394 0.1 0.1 0.1
H -2.631453 -1.862575 -2.186035 -0.1 0.0 -0.1
H -3.836623 -0.606852 -2.316168 0.0 0.2 0.1
H -0.749838 -1.389526 -0.668096 0.1 0.1 0.0
H -1.691484 -2.278252 0.491938 -0.1 0.0 -0.1
H -1.591023 -0.089498 1.977222 0.0 -0.1 0.1
H -0.293854 -1.229624 1.917418 0.0 -0.1 0.0
H 0.873340 0.697281 1.729035 -0.1 0.1 0.0
H -0.355771 1.584225 0.865647 -0.1 -0.1 -0.3
H 1.087240 1.130475 -0.691994 0.1 0.0 0.0
H -2.608570 1.218662 0.654804 0.2 -0.1 -0.1
H -3.844713 1.199465 -0.609186 0.1 -0.1 -0.2
O 0.487950 -0.829912 3.963298 0.1 0.1 0.2
C 1.676815 -0.898923 4.101659 0.0 -0.1 -0.2
O 2.444008 0.199504 4.282057 0.0 0.0 0.0
C 3.839958 -0.167192 4.284330 0.1 0.0 0.0
C 3.863931 -1.642962 4.655883 0.0 -0.1 0.0
C 2.551893 -2.133034 4.054256 0.1 0.1 0.2
H 4.239885 0.006077 3.283948 0.0 0.0 0.0
H 4.362679 0.471049 4.992225 -0.1 0.1 0.0
H 4.742163 -2.158288 4.275196 0.0 0.0 -0.1
H 3.843104 -1.752956 5.741492 0.0 0.0 0.0
H 2.675914 -2.423233 3.008866 0.0 0.0 0.0
H 2.087134 -2.945789 4.605775 -0.1 0.0 -0.1
O 4.892023 -2.039659 1.484857 -0.1 0.0 0.0
C 4.919201 -1.728117 0.328135 0.0 0.1 0.0
O 6.077715 -1.414377 -0.294132 0.0 0.0 0.0
C 5.824352 -0.981905 -1.641605 0.0 0.0 -0.1
C 4.467621 -1.575658 -1.999874 -0.1 0.0 0.0
C 3.763252 -1.585571 -0.643795 0.2 -0.2 -0.2
H 5.815570 0.110216 -1.654347 0.0 0.0 0.0
H 6.636342 -1.334354 -2.272342 0.0 0.0 0.1
H 3.946583 -1.011728 -2.770544 0.0 0.1 0.0
H 4.594709 -2.598105 -2.357820 0.0 0.0 0.0
H 3.246908 -0.645878 -0.440633 -0.1 -0.1 0.1
H 3.062710 -2.407886 -0.528630 -0.1 0.1 0.1
```
Positions in Å, forces in eV/Å.

Relative energy (zero: lowest compared OMol25 entry of this formula, charge and spin) in kJ/mol: 0.0
F_max in eV/Å: 0.8
Frontier orbital gap in eV: 10.301
HOMO in eV: -10.3
LUMO level in eV: 0.01

=====

# 2
ORCA calculation (ωB97M-V/def2-TZVPD) on a cluster of 2 separate species, C19H33BClF3IN4O7PS in total at a distorted geometry.

Geometry as XYZ:
```
71
Properties=species:S:1:pos:R:3:forces:R:3
C 5.217481 -1.100319 1.467137 -0.2 -0.1 0.0
O 5.048339 0.110513 0.751498 0.2 0.0 0.0
C 4.967762 -0.028666 -0.649848 0.0 0.1 -0.1
C 3.689574 -0.722825 -1.168023 0.0 -0.2 -0.1
C 2.785343 0.179145 -2.022209 0.1 0.2 -0.1
C 1.760170 1.036321 -1.259320 0.1 0.2 -0.2
C 0.479294 0.284559 -0.823157 -0.2 -0.4 0.5
I -1.196659 0.916001 -2.119683 0.0 0.1 0.0
O 0.673642 -1.091733 -0.987988 -0.1 0.4 -0.1
C -0.437778 -2.013107 -0.945924 0.0 0.0 0.1
C -0.799364 -2.567543 -2.344385 0.0 0.0 0.0
C 0.318918 -2.438880 -3.380921 0.0 -0.1 -0.2
N 1.566460 -3.145957 -3.090915 -0.1 0.0 0.2
P -0.034611 -3.350207 0.280161 -0.1 0.0 0.2
N -0.983988 -3.383901 1.522419 0.2 0.0 0.0
C -0.007813 0.619683 0.655711 -0.5 0.1 -0.3
N -0.463560 1.980856 0.819554 0.3 -0.1 0.0
Cl -2.005761 2.139996 1.565706 -0.1 0.0 -0.1
B 0.424469 3.165543 1.157161 0.0 0.4 0.4
O 1.122271 3.055045 2.333873 0.4 -0.2 -0.5
N 0.443691 4.360644 0.366316 -0.2 -0.8 -0.7
C 1.704011 4.737267 -0.274616 0.2 0.3 0.4
C -0.725929 4.653809 -0.468924 0.0 0.4 0.1
S 1.285631 0.019211 1.854546 0.0 0.2 0.1
O 2.457296 0.850834 1.841211 -0.1 -0.5 0.0
O 1.385512 -1.407741 1.678687 0.3 0.5 0.2
C 0.512677 0.147385 3.582722 -0.1 -0.1 -0.9
F -0.800301 0.125422 3.511182 -0.9 -0.1 -0.3
F 0.884985 1.195783 4.233651 0.6 1.4 0.6
F 0.917481 -0.906147 4.234836 0.5 -1.3 0.6
H 4.307255 -1.326417 2.042130 0.2 0.0 -0.1
H 5.419958 -1.945171 0.792255 0.0 0.1 0.1
H 6.061129 -0.999499 2.162296 -0.2 0.0 -0.1
H 5.027860 0.996939 -1.039874 0.0 -0.2 0.1
H 5.854847 -0.571286 -1.018846 -0.1 0.1 0.1
H 3.994538 -1.571120 -1.797578 -0.1 0.1 0.2
H 3.133939 -1.144404 -0.320156 0.1 0.1 -0.2
H 3.434649 0.881421 -2.568141 -0.2 -0.2 0.1
H 2.272396 -0.405852 -2.792884 0.1 0.1 0.2
H 1.460872 1.856247 -1.920868 0.0 -0.1 0.2
H 2.238333 1.496577 -0.385253 0.0 -0.2 -0.1
H -1.315478 -1.539219 -0.484608 0.1 0.0 -0.2
H -1.071427 -3.629619 -2.239929 0.0 0.3 0.0
H -1.693619 -2.056072 -2.715815 0.1 0.0 0.0
H 0.553791 -1.381471 -3.532877 -0.1 -0.1 0.0
H -0.063015 -2.807069 -4.343639 0.1 0.1 0.2
H 1.403341 -4.144316 -2.999105 0.0 0.1 0.0
H 1.961645 -2.823683 -2.210899 0.0 0.0 -0.1
H 1.346224 -3.226560 0.471584 0.1 -0.2 -0.2
H -0.127864 -4.478244 -0.556915 0.0 -0.1 0.0
H -0.495321 -3.264676 2.404057 -0.2 0.0 -0.1
H -0.834885 -0.071921 0.864058 0.1 0.2 0.1
H 2.079746 3.182185 2.310104 -0.3 0.2 0.2
H 2.554177 4.255410 0.227816 -0.2 0.1 -0.1
H 1.870624 5.822675 -0.233012 -0.1 -0.2 0.0
H 1.710946 4.433961 -1.332859 0.0 0.0 0.2
H -1.589923 4.887021 0.165583 0.2 -0.1 -0.1
H -0.523193 5.544836 -1.076922 0.0 -0.2 0.2
H -0.991530 3.833823 -1.133988 0.0 -0.1 -0.1
C -6.450402 -0.200764 -0.463463 0.0 0.0 0.0
C -7.652462 -0.289192 0.098462 0.0 0.0 0.0
C -7.812075 -0.697400 1.518729 0.0 0.0 0.0
O -8.908195 -0.778003 2.028982 0.0 0.0 0.0
C -6.577816 -1.003136 2.286967 0.0 0.0 0.0
C -5.375551 -0.915160 1.724802 0.0 0.0 0.0
C -5.217624 -0.505321 0.306196 0.0 0.0 0.1
O -4.119914 -0.420500 -0.200403 0.1 0.0 -0.1
H -6.305551 0.094361 -1.495061 0.0 0.0 0.0
H -8.567557 -0.072619 -0.437930 0.0 0.0 0.0
H -6.722295 -1.300145 3.317875 0.0 0.0 0.0
H -4.459811 -1.137608 2.258670 0.0 0.0 0.0
```
Positions in Å, forces in eV/Å.

F_max in eV/Å: 1.6
SMILES string: COCCCC[C@@](I)(O[C@@H](CCN)[PH2]=N)[C@H](N(Cl)B(O)N(C)C)S(=O)(=O)C(F)(F)F.O=C1C=CC(=O)C=C1
Frontier orbital gap in eV: 7.222
HOMO in eV: -8.7
LUMO level in eV: -1.45

=====

# 3
ORCA calculation (ωB97M-V/def2-TZVPD) on a cluster of 2 separate species, C19H33BClFN5O3 in total at a distorted geometry.

Geometry as XYZ:
```
63
Properties=species:S:1:pos:R:3:forces:R:3
C 1.818723 -4.119859 -1.833469 0.5 -1.6 0.0
N 2.074406 -2.934242 -2.722756 -1.4 1.3 1.1
C 3.154226 -2.066490 -2.146178 1.3 0.1 0.4
B 0.830486 -2.169645 -3.034830 0.9 0.9 1.9
O 0.419205 -1.076151 -2.132828 1.4 -0.5 -2.4
C -0.116895 -2.409040 -4.346593 -0.1 0.5 -1.8
Cl 1.011484 -3.111146 -5.664173 -1.0 0.5 0.8
C -0.650158 -1.011623 -4.966675 -3.0 2.7 1.3
N -1.274858 0.020085 -5.125651 3.8 -5.6 0.6
C -1.292495 -3.497986 -4.159077 -2.5 1.0 -1.5
C -2.400800 -3.199306 -5.312140 -1.6 0.3 -3.6
N -3.100055 -2.979706 -6.282075 3.9 -1.3 5.7
C -2.067526 -3.424978 -2.756523 0.6 -1.4 4.6
O -1.638570 -3.993157 -1.692718 -1.3 2.1 -5.2
N -3.391189 -2.725598 -2.595263 1.5 0.7 -0.7
C -3.210408 -1.269180 -2.417904 1.1 2.1 2.2
O -2.610820 -0.801105 -1.421046 -3.1 -1.5 -5.0
F -3.806087 -0.436060 -3.432332 1.8 -2.7 3.0
H 0.924345 -3.977227 -1.121578 1.3 -0.3 -1.1
H 1.681663 -5.067415 -2.488504 0.0 1.5 1.2
H 2.766800 -4.328847 -1.193752 -1.7 0.4 -1.2
H 2.984461 -0.939897 -2.280773 0.2 -1.7 -0.1
H 4.146975 -2.356872 -2.676530 -1.6 0.6 0.9
H 3.321078 -2.231190 -1.005965 -0.5 0.2 -1.9
H 0.792787 -0.242152 -2.524310 -0.9 -0.8 0.6
H -0.878006 -4.554280 -4.339371 -0.6 1.7 0.6
H -3.803687 -3.101217 -1.714957 0.7 0.5 -0.7
C -2.552127 3.590918 2.976487 -0.1 0.0 0.0
C -2.551888 2.079770 3.158626 -0.2 -0.1 -0.2
C -1.239678 1.490487 3.692531 -0.3 -0.1 0.1
C 0.087827 2.046064 3.174025 -0.1 -0.2 0.2
N 0.588630 1.658503 1.776905 0.4 0.3 -0.7
C 1.372966 0.343873 1.782308 0.0 0.2 0.1
C 0.325688 -0.745827 1.670532 0.0 -0.4 0.4
C -0.832284 -0.127098 0.899941 -0.7 -0.3 -0.1
C -0.506457 1.350280 0.748670 0.1 0.0 0.0
C 1.449828 2.806096 1.209572 0.3 -0.4 0.1
C 2.793912 3.046776 1.900816 -0.1 0.2 0.1
C 2.751406 3.734494 3.260147 0.1 0.0 0.2
H -1.810591 3.915051 2.242064 0.0 0.1 0.0
H -3.529000 3.922490 2.615715 0.1 0.0 0.1
H -2.349804 4.100161 3.922998 0.0 0.0 -0.1
H -2.838397 1.600830 2.219292 0.0 0.0 0.0
H -3.348753 1.817679 3.862978 0.2 -0.1 -0.1
H -1.273796 0.401116 3.629385 0.1 0.0 0.0
H -1.237634 1.699498 4.770410 0.3 0.0 -0.1
H 0.865903 1.715634 3.864436 0.0 0.1 -0.2
H 0.062509 3.135832 3.220028 0.0 -0.1 -0.2
H 2.016159 0.343552 0.897638 -0.1 0.2 0.1
H 1.985940 0.277408 2.682976 0.0 0.1 -0.2
H -0.000281 -1.068441 2.662904 0.1 0.0 -0.1
H 0.721358 -1.632927 1.170125 0.1 0.2 0.0
H -1.776028 -0.286283 1.426838 0.1 0.1 -0.1
H -0.947542 -0.591484 -0.081013 0.1 0.2 0.2
H -1.335335 2.044513 0.859794 0.1 0.0 0.1
H -0.080634 1.507174 -0.246779 0.1 0.2 0.3
H 0.826217 3.705257 1.210396 0.0 -0.2 0.1
H 1.659259 2.549896 0.166411 -0.2 -0.1 0.2
H 3.365474 3.704757 1.236414 -0.2 -0.2 -0.1
H 3.375294 2.122636 1.973341 -0.1 0.0 -0.1
H 2.035945 4.560626 3.270969 0.1 0.0 0.0
H 3.736250 4.145651 3.496848 -0.1 0.0 0.0
H 2.504608 3.039339 4.063252 0.0 0.1 0.0
```
Positions in Å, forces in eV/Å.

F_max in eV/Å: 7.1
Frontier orbital gap in eV: 8.725
HOMO in eV: -11.8
LUMO level in eV: -3.06
Net charge: +1

=====

# 4
ORCA calculation (ωB97M-V/def2-TZVPD) on a structure of composition C19H33ClIN2O2P2Sn at a distorted geometry.

Geometry as XYZ:
```
61
Properties=species:S:1:pos:R:3:forces:R:3
C -0.120896 0.608694 -4.798028 0.0 -0.9 -1.1
C -0.117429 1.069244 -3.396733 0.0 6.4 1.3
H -0.114830 1.485832 -5.483199 0.0 -0.2 0.7
H -1.025327 -0.015126 -5.000709 0.7 0.3 0.2
H 0.775623 -0.026115 -5.000090 -0.7 0.3 0.2
O -0.118269 2.140146 -2.844073 0.0 -5.5 -1.9
I -0.150818 -2.667334 0.371294 0.0 0.5 -1.4
Sn -0.123816 -0.896257 -1.905677 -0.2 -1.8 2.0
P 2.403261 -0.728741 -1.822780 0.7 0.0 0.5
C 3.027244 0.334759 -0.502644 -0.4 0.2 -0.2
C 2.914556 -2.429259 -1.467443 -0.2 0.1 -0.2
H 3.950679 -2.494696 -1.819951 -0.1 -0.1 0.1
H 4.197254 -0.300218 -3.236697 -0.2 0.1 -0.4
H 2.280565 -3.135755 -2.018786 0.3 0.1 0.1
H 2.757198 -0.868712 -4.200678 0.4 0.2 0.2
H 2.636575 0.015170 0.473944 0.1 0.0 -0.5
H 2.838509 -2.624067 -0.389385 0.1 0.1 -0.4
C 3.113480 -0.198891 -3.400054 -0.5 -0.1 0.2
H 4.119874 0.214151 -0.521327 -0.1 0.1 0.0
H 2.840460 0.852082 -3.594866 0.3 -0.4 0.0
H 2.740379 1.380454 -0.690991 0.2 -0.3 0.1
P -2.656064 -0.703798 -1.815963 -0.7 -0.2 0.2
C -3.284942 0.365549 -0.497822 0.5 0.2 -0.1
C -3.366817 -0.166371 -3.394960 0.4 -0.1 0.2
H -2.568802 -3.114575 -2.015489 -0.3 0.1 0.1
H -4.232546 -2.449328 -1.811745 0.1 -0.2 0.1
H -3.114861 -2.588689 -0.383313 -0.1 0.1 -0.4
C -3.193442 -2.399537 -1.463113 0.2 0.2 -0.2
H -3.017077 -0.837677 -4.197800 -0.4 0.2 0.3
H -4.452460 -0.256706 -3.235553 0.2 0.1 -0.4
H -4.378283 0.257761 -0.524057 0.2 0.1 0.0
H -2.996339 1.410444 -0.688145 -0.2 -0.4 0.1
H -3.084353 0.881858 -3.592786 -0.3 -0.4 0.0
H -2.902914 0.038757 0.480633 -0.1 0.1 -0.4
Cl -0.145928 -2.602454 -3.701270 0.0 1.0 0.7
C -0.253932 1.686636 4.444970 0.0 0.2 1.0
N -0.398394 1.873643 3.043357 -0.4 0.4 -0.6
N 0.051170 0.913773 2.188263 -0.2 0.2 -0.8
C -0.267385 1.335111 0.922763 -0.4 0.5 0.2
O -0.028492 0.645036 -0.103837 0.7 -1.2 -2.0
C -0.904656 2.598789 0.994804 0.5 -1.5 1.3
C -1.000891 2.866219 2.353264 0.4 -0.4 0.0
C -1.655717 4.018866 3.000554 -0.3 0.5 -0.1
C 0.730959 -0.248141 2.687024 0.4 -0.6 0.6
C 0.004981 -1.334193 3.190517 0.2 0.2 0.2
C 0.665557 -2.418178 3.792172 -0.3 0.2 -0.3
C 2.058522 -2.425287 3.883165 0.1 0.1 -0.1
C 2.785645 -1.331330 3.397732 0.1 -0.1 -0.1
C 2.123958 -0.246354 2.808332 -0.2 0.1 0.0
H -0.779372 0.782024 4.786567 0.2 0.4 -0.1
H -0.706326 2.574869 4.873990 0.1 -0.1 0.5
H 0.806260 1.633988 4.726175 -0.3 0.0 0.0
H -1.307198 3.125714 0.165605 -0.1 0.5 -0.3
H -2.504000 3.692277 3.638705 0.6 0.3 -0.2
H -0.920901 4.625300 3.566103 -0.6 -0.3 -0.1
H -2.048085 4.627589 2.166749 0.1 0.0 0.7
H -1.079836 -1.317912 3.113946 0.1 -0.1 0.1
H 0.076322 -3.266243 4.157223 0.3 0.4 0.0
H 2.569848 -3.282951 4.336527 -0.2 0.5 -0.2
H 3.877654 -1.312958 3.490109 -0.5 0.0 0.0
H 2.674839 0.633130 2.465489 -0.1 -0.3 0.2
```
Positions in Å, forces in eV/Å.

F_max in eV/Å: 6.5
Frontier orbital gap (spin up / spin down) in eV: 3.418 / 3.286
HOMO (spin up / spin down) in eV: -16.7 / -16.5
LUMO level (spin up / spin down) in eV: -13.28 / -13.26
Net charge: +3